The following is a DFT calculation (wB97M-V/def2-TZVPD) of 8 unconnected molecules or ions with the total composition C33H46FN10O3S.

Its highest occupied orbital energy is -9.41 eV. As for the largest force on an atom: 3.50 eV/Å. As for the charge: +1.

Structure (XYZ):
```
94
Properties=species:S:1:pos:R:3:forces:R:3:mulliken_charge:R:1
C 0.0010 6.1846 -3.5741 -0.293 0.366 -0.481 -0.574
O 0.7574 7.0467 -2.7410 0.160 -0.527 0.110 -0.407
C 1.1514 6.5518 -1.4971 -0.291 0.364 -0.627 -0.288
N 1.0870 5.0598 -1.3626 0.521 -0.262 -0.238 0.451
C 2.3213 4.5354 -0.7237 -0.550 0.073 0.628 -0.444
C 2.1501 4.9517 0.7657 0.402 -1.363 -0.126 -0.592
N 0.6687 4.9432 0.9194 0.315 0.443 -0.859 -0.189
C 0.1988 4.7316 -0.3546 0.105 0.738 0.222 -0.556
N -0.9785 4.2264 -0.6113 0.603 0.025 0.613 0.139
S -2.0830 3.7898 0.6203 -3.195 0.842 -1.151 1.164
O -2.6149 4.9742 1.1605 1.027 0.391 0.564 -0.559
O -2.9719 2.8983 -0.0051 0.640 -0.716 -0.201 -0.559
F -1.2256 3.0764 1.6238 0.721 -0.302 0.280 -0.046
H -0.2537 6.7690 -4.4528 0.026 0.152 0.002 0.326
H -0.9535 5.8956 -3.1227 0.021 -0.131 0.151 0.163
H 0.5601 5.3201 -3.9217 0.059 -0.166 0.229 0.269
H 2.1871 6.8512 -1.3544 0.115 -0.054 0.082 0.364
H 0.5481 7.0370 -0.7200 -0.129 -0.056 0.046 0.304
H 2.2355 3.4510 -0.7550 0.330 -0.114 -0.173 -0.119
H 3.2295 4.8541 -1.2153 0.017 0.185 -0.110 0.602
H 2.6652 5.8457 1.0911 -0.290 0.321 -0.027 0.363
H 2.5069 4.0880 1.3222 0.181 0.299 0.457 0.402
H 0.2769 5.8211 1.2617 -0.295 -0.388 0.678 0.323
H -1.2348 4.0919 -1.5883 -0.237 -0.182 0.102 0.350
N 2.3888 -0.7316 1.3549 -0.058 0.147 0.055 0.018
C 2.0790 0.3181 0.5398 0.257 -0.078 0.170 -1.333
C 1.0290 0.9915 1.1149 0.187 -0.078 -0.017 0.564
C 0.7011 0.3181 2.3234 -0.107 0.128 0.079 -0.805
C 1.5593 -0.7387 2.4426 0.071 -0.100 0.002 -0.496
H 3.1170 -1.4006 1.1814 0.014 0.002 0.000 0.193
H 2.6266 0.4933 -0.3708 -0.014 -0.062 0.130 0.603
H 0.5486 1.8675 0.7143 0.016 0.002 -0.086 0.358
H -0.0753 0.5779 3.0236 -0.012 -0.044 0.005 0.471
H 1.6475 -1.4927 3.2056 -0.081 -0.011 0.002 0.523
N -1.3568 -3.5830 5.5454 0.018 0.043 0.017 -0.005
C -2.3872 -2.8124 5.0807 -0.021 -0.040 0.043 -0.651
C -1.9286 -1.5290 4.9564 0.023 0.007 -0.046 -0.537
C -0.5648 -1.5245 5.3574 0.002 0.035 -0.036 -0.014
C -0.2404 -2.8053 5.7126 0.061 -0.106 -0.052 -0.964
H -1.4114 -4.5678 5.7337 0.007 -0.019 -0.075 0.218
H -3.3537 -3.2416 4.8811 -0.012 0.020 0.007 0.423
H -2.5066 -0.6864 4.6157 -0.018 -0.004 0.012 0.425
H 0.1007 -0.6770 5.3827 0.002 0.000 0.056 0.593
H 0.6831 -3.2309 6.0690 0.015 0.007 -0.027 0.500
N 2.4261 -0.0286 -4.1903 0.091 0.130 0.066 0.126
C 2.6798 1.3146 -4.2276 -0.007 -0.135 -0.067 -1.172
C 2.0664 1.8805 -3.1410 -0.027 0.076 0.000 -0.270
C 1.4248 0.8364 -2.4210 -0.257 0.208 -0.101 -0.179
C 1.6692 -0.3284 -3.0936 0.073 -0.154 -0.059 -1.243
H 2.7462 -0.6971 -4.8691 -0.055 0.012 -0.047 0.176
H 3.2657 1.7485 -5.0192 -0.010 0.015 0.000 0.396
H 2.0653 2.9279 -2.8897 0.021 0.038 -0.136 0.528
H 0.8463 0.9279 -1.5148 -0.014 -0.043 -0.184 0.881
H 1.3675 -1.3412 -2.8890 0.001 -0.011 -0.010 0.681
N -1.3480 -2.4557 -2.5248 0.025 -0.038 -0.095 0.318
C -1.3390 -1.8256 -3.7433 -0.005 -0.029 -0.011 -0.493
C -2.0508 -2.5987 -4.6200 0.020 -0.016 0.014 -0.659
C -2.5104 -3.7378 -3.9041 0.062 -0.043 -0.022 -0.493
C -2.0638 -3.6195 -2.6160 0.119 -0.046 0.010 -0.789
H -0.9015 -2.1176 -1.6924 -0.045 -0.009 0.042 0.164
H -0.8313 -0.8868 -3.8786 -0.043 0.024 -0.024 0.539
H -2.2251 -2.3738 -5.6588 -0.014 0.006 0.004 0.471
H -3.1025 -4.5496 -4.2916 -0.004 -0.006 -0.002 0.500
H -2.1924 -4.2594 -1.7602 -0.019 -0.007 -0.004 0.423
N -0.2526 -3.1888 8.9593 0.034 -0.062 0.157 0.151
C 0.9678 -2.6013 9.1519 -0.033 -0.001 -0.057 -0.202
C 1.1227 -2.3825 10.4946 0.027 0.002 -0.003 -0.549
C -0.0501 -2.8601 11.1387 -0.013 -0.006 0.018 -0.479
C -0.8772 -3.3527 10.1654 -0.015 -0.006 -0.046 -0.490
H -0.6304 -3.4549 8.0695 -0.057 0.114 -0.017 0.159
H 1.6183 -2.3890 8.3209 0.011 0.031 0.014 0.283
H 1.9806 -1.9309 10.9638 0.003 -0.005 0.004 0.385
H -0.2609 -2.8438 12.1947 0.001 0.000 0.002 0.390
H -1.8529 -3.8032 10.2270 -0.004 0.010 0.021 0.363
N -4.6947 0.4750 -1.1093 -0.032 0.003 0.029 0.115
C -6.0118 0.1383 -1.2665 0.006 0.030 -0.018 -0.573
C -6.0624 -1.0671 -1.9145 0.020 0.035 0.029 -0.885
C -4.7227 -1.4774 -2.1549 -0.050 -0.067 -0.016 -0.040
C -3.9033 -0.5074 -1.6454 0.015 0.126 0.071 -0.281
H -4.3608 1.3113 -0.6681 -0.034 -0.063 -0.002 0.273
H -6.7956 0.7824 -0.9063 -0.016 -0.009 -0.009 0.379
H -6.9594 -1.5976 -2.1860 -0.002 -0.005 -0.001 0.396
H -4.3980 -2.3807 -2.6447 -0.014 0.076 0.014 0.357
H -2.8290 -0.4326 -1.6188 -0.070 0.013 -0.024 0.384
N 4.0368 -3.5747 -5.9154 -0.073 -0.012 0.007 0.027
C 2.6988 -3.7929 -5.6998 0.077 0.127 0.020 -0.303
C 2.3107 -4.8357 -6.4947 -0.042 -0.004 -0.001 -0.516
C 3.4563 -5.2679 -7.2156 0.012 -0.009 0.001 -0.439
C 4.5038 -4.4739 -6.8359 0.022 0.048 -0.009 -0.497
H 4.5913 -2.8687 -5.4695 0.057 -0.058 0.028 0.193
H 2.1392 -3.1910 -5.0023 -0.044 -0.054 0.012 0.333
H 1.3165 -5.2454 -6.5528 -0.004 0.003 0.006 0.411
H 3.5044 -6.0716 -7.9305 -0.001 -0.006 0.004 0.392
H 5.5364 -4.4706 -7.1394 -0.003 -0.012 -0.015 0.388
```
Positions in Å, forces in eV/Å.

---

The following is a DFT calculation (wB97M-V/def2-TZVPD) of a single C5H8O molecule.

Its highest occupied orbital energy (spin up / spin down) is -7.63 / -7.63 eV. As for the largest force on an atom: 0.53 eV/Å. Its relative energy (zero: lowest compared OMol25 entry of this formula, charge and spin) is 145.29 kcal per mole.

Structure (XYZ):
```
14
Properties=species:S:1:pos:R:3:forces:R:3:nbo_charge:R:1
C -1.3458 -0.9268 -0.5410 -0.007 -0.055 0.035 -0.609
C -0.5453 0.3535 -0.5894 -0.038 0.019 -0.047 -0.227
C -0.1798 1.0830 0.6745 -0.239 0.153 0.260 -0.333
C 0.8885 0.3941 -0.2092 -0.054 0.423 -0.314 -0.107
C 1.4540 -0.7972 0.8772 0.300 -0.112 -0.035 0.057
O 1.9508 -0.8496 -0.3378 0.108 -0.245 0.118 -0.436
H -1.0618 -1.5181 0.3312 -0.049 0.085 -0.114 0.237
H -2.4171 -0.7031 -0.4952 0.153 -0.030 -0.007 0.211
H -1.1572 -1.5255 -1.4378 -0.032 0.078 0.110 0.217
H -0.7741 0.9917 -1.4413 0.059 -0.078 0.109 0.219
H -0.4375 0.6229 1.6195 0.062 0.051 -0.172 0.236
H -0.1478 2.1690 0.6713 0.002 -0.104 -0.031 0.215
H 1.5339 1.1154 -0.7048 -0.129 -0.156 0.127 0.229
H 2.2393 -0.4093 1.5829 -0.136 -0.029 -0.037 0.089
```
Positions in Å, forces in eV/Å.

---

The following is a DFT calculation (wB97M-V/def2-TZVPD) of a single C4H3BrO molecule.

Its highest occupied orbital energy is -10.22 eV. The SMILES is C#C[C@@]1(Br)CO1. As for the largest force on an atom: 3.84 eV/Å. Its relative energy (zero: lowest compared OMol25 entry of this formula, charge and spin) is 56.44 kcal per mole.

Structure (XYZ):
```
9
Properties=species:S:1:pos:R:3:forces:R:3:nbo_charge:R:1
C -0.4287 1.7829 1.4600 0.012 0.314 -0.530 -0.182
C -0.1076 0.9131 0.6606 0.502 0.522 0.417 -0.099
C -0.3473 -1.0837 -1.0282 -0.055 -2.039 0.467 -0.088
C 0.5150 -0.2250 -0.1391 -1.727 -0.316 2.814 0.150
O 0.6227 -0.2276 -1.4689 2.151 2.360 -2.140 -0.450
Br 1.9684 -0.9594 0.9783 -0.444 0.054 -0.769 0.024
H -0.7076 2.6838 2.1089 0.532 -2.124 -1.386 0.264
H -0.1881 -2.1482 -1.3474 0.115 0.914 1.089 0.199
H -1.3268 -0.7358 -1.2242 -1.086 0.314 0.037 0.182
```
Positions in Å, forces in eV/Å.

---

The following is a DFT calculation (wB97M-V/def2-TZVPD) of 3 unconnected molecules or ions with the total composition C23H50BrN2O8.

Its highest occupied orbital energy is -4.44 eV. As for the largest force on an atom: 7.63 eV/Å. As for the charge: -1.

Structure (XYZ):
```
84
Properties=species:S:1:pos:R:3:forces:R:3:mulliken_charge:R:1
C 2.1842 5.4257 7.3745 1.064 -1.018 0.408 -0.915
C 3.1062 4.7508 6.1524 0.349 2.203 -0.315 -0.059
N 3.8343 3.5005 6.5787 -0.666 0.041 -1.298 -0.519
C 3.1398 2.2237 6.0573 1.664 0.751 0.467 0.317
C 3.8057 1.0077 6.9437 -0.010 0.074 0.548 -1.123
C 2.9196 -0.3595 7.0470 0.499 -0.864 0.539 -0.434
C 1.7633 -0.2771 8.2528 2.052 -0.210 0.798 -0.617
Br 0.0116 -1.1326 7.7003 1.097 0.688 0.476 -0.247
N 1.6647 2.4310 6.2417 0.756 -1.347 -1.058 0.141
C 0.7934 1.6235 5.3199 -1.967 -0.476 0.284 -0.650
C 0.1207 2.4564 4.0702 -0.525 -0.452 -0.563 0.623
C -0.0836 4.0603 4.3412 -0.858 0.025 -0.983 -0.868
C 0.8576 2.1434 2.6016 -1.285 0.374 -0.288 -1.101
C 3.6576 2.0331 4.5172 0.846 -1.650 -6.882 0.178
O 3.8667 0.7515 4.1053 -1.110 5.381 2.706 -0.680
O 3.8729 3.0833 3.5125 -1.294 -4.291 6.179 -0.743
H 2.4788 4.8077 8.3494 -0.788 1.289 -1.987 0.207
H 2.5457 6.5295 7.5843 -1.079 -2.108 -0.578 0.277
H 1.0337 5.3226 7.1897 2.209 0.403 0.356 0.198
H 3.9521 5.5701 5.9515 -1.709 -1.807 0.355 0.411
H 2.5184 4.6655 5.1362 1.156 -0.066 2.164 0.083
H 4.7656 3.5383 6.0937 -1.311 -0.130 0.577 0.355
H 4.9082 0.7747 6.5673 -2.558 0.413 0.573 0.324
H 3.9365 1.4337 8.0425 -0.376 -0.791 -2.105 0.333
H 2.4803 -0.7525 6.0264 0.875 1.188 2.120 0.330
H 3.6636 -1.2167 7.4168 -1.592 1.785 -0.840 0.308
H 1.6267 0.8056 8.6797 -0.152 -2.140 -1.150 0.330
H 2.1470 -0.9382 9.1697 -1.038 1.438 -2.071 0.383
H 1.3535 2.4176 7.2373 0.661 -0.254 -1.359 0.307
H -0.1285 1.2481 5.9808 1.963 0.811 -1.406 0.182
H 1.2732 0.6524 4.8782 -0.545 1.938 0.891 0.035
H -0.9778 2.0055 3.9418 2.354 0.798 0.397 0.400
H -1.2170 4.3451 4.0991 2.348 -0.617 0.482 0.295
H 0.1077 4.4092 5.4413 -0.007 -0.803 -2.243 -0.081
H 0.5580 4.6336 3.5308 -1.081 -0.939 2.036 0.284
H 1.3483 1.0748 2.5887 -0.660 2.320 0.139 0.166
H -0.0177 2.1181 1.7918 1.749 0.025 1.623 0.264
H 1.5785 3.0091 2.2681 -1.048 -2.029 0.968 0.305
C -3.4197 -1.6239 -3.2816 0.382 -0.087 0.310 -0.778
O -2.3862 -1.5582 -2.3123 -0.306 0.170 -0.057 -0.231
C -1.8469 -0.2400 -2.1855 0.248 -0.658 0.357 -0.653
C -1.1258 -0.0868 -0.8438 -0.265 0.371 -0.052 -0.374
O -2.0216 0.1595 0.2466 -0.059 -0.470 -0.250 -0.440
C -2.7849 -0.9700 0.6911 0.414 0.164 0.225 -0.390
C -1.9479 -1.9835 1.4754 -0.107 -0.202 -0.646 -0.538
O -1.2160 -2.8243 0.5812 0.127 0.145 0.104 -0.259
C -0.1250 -3.4663 1.2211 -0.178 0.196 -0.267 -0.737
H -3.0438 -1.3261 -4.2649 -0.122 0.066 -0.112 0.283
H -3.7755 -2.6553 -3.3342 0.137 0.078 0.047 0.234
H -4.2575 -0.9855 -2.9858 -0.056 0.107 -0.127 0.344
H -2.6446 0.5061 -2.2586 -0.007 0.059 0.030 0.349
H -1.1350 -0.0943 -3.0050 0.059 0.224 -0.051 0.420
H -0.4891 0.8050 -0.9030 -0.203 -0.082 0.049 0.392
H -0.4666 -0.9315 -0.6317 -0.196 -0.106 -0.153 0.226
H -3.3210 -1.4356 -0.1397 0.220 -0.167 0.019 0.162
H -3.5407 -0.5618 1.3674 0.140 0.073 0.041 0.401
H -2.6092 -2.6276 2.0665 -0.081 0.110 0.190 0.425
H -1.2631 -1.4528 2.1452 -0.038 0.065 0.011 0.328
H 0.5890 -2.7221 1.5887 0.009 -0.075 0.154 0.305
H 0.3830 -4.0948 0.4850 -0.174 0.086 0.038 0.224
H -0.4766 -4.0941 2.0439 0.080 -0.026 0.139 0.310
C 1.4133 -2.1189 -7.6019 -0.256 -0.150 -0.236 -0.756
O 0.2386 -2.6736 -8.1712 -0.081 0.207 0.201 -0.266
C -0.6776 -3.1372 -7.1760 0.011 -0.069 -0.766 -0.489
C -2.0860 -3.2571 -7.7638 0.054 0.202 0.421 -0.421
O -2.7720 -2.0014 -7.8307 0.316 -0.052 -0.336 -0.453
C -2.3291 -1.1051 -8.8586 -0.361 -0.241 -0.023 -0.384
C -2.7736 -1.5373 -10.2582 0.742 -0.121 0.117 -0.598
O -1.9069 -2.5542 -10.7650 -0.308 -0.140 0.007 -0.249
C -2.4996 -3.2830 -11.8277 0.302 0.124 0.340 -0.773
H 1.9357 -2.8648 -6.9955 0.067 0.077 0.112 0.319
H 2.0694 -1.7978 -8.4141 -0.137 -0.116 0.029 0.232
H 1.1632 -1.2435 -6.9950 0.078 -0.024 0.151 0.316
H -0.6947 -2.4493 -6.3246 -0.057 -0.007 0.045 0.294
H -0.3326 -4.1218 -6.8426 -0.101 -0.059 0.213 0.414
H -2.6834 -3.8779 -7.0842 0.090 0.209 -0.017 0.416
H -2.0862 -3.7605 -8.7332 0.252 0.125 -0.008 0.168
H -1.2498 -0.9429 -8.8025 -0.035 -0.202 -0.202 0.186
H -2.8060 -0.1474 -8.6342 -0.099 -0.112 0.018 0.398
H -2.7152 -0.6830 -10.9427 -0.180 0.136 0.039 0.419
H -3.8056 -1.9016 -10.2184 -0.039 0.023 0.051 0.356
H -3.3988 -3.7997 -11.4766 -0.117 0.040 -0.112 0.325
H -1.7834 -4.0347 -12.1695 -0.020 0.180 0.095 0.230
H -2.7440 -2.6187 -12.6606 -0.129 -0.022 -0.102 0.316
```
Positions in Å, forces in eV/Å.